{
  "formula": "C17H21N3O3",
  "method": "ωB97M-V/def2-TZVPD",
  "species": ["C", "C", "C", "C", "C", "C", "N", "O", "C", "C", "C", "C", "O", "N", "C", "C", "C", "C", "C", "O", "N", "C", "C", "H", "H", "H", "H", "H", "H", "H", "H", "H", "H", "H", "H", "H", "H", "H", "H", "H", "H", "H", "H", "H"],
  "positions_angstrom": [[-5.81178, -2.71119, 0.18413], [-4.85448, -1.56587, 0.06643], [-3.64251, -1.71439, -0.59844], [-2.75165, -0.66364, -0.68984], [-3.06132, 0.56458, -0.11155], [-2.12360, 1.66187, -0.20560], [-2.32178, 2.85682, 0.29009], [-1.19883, 3.56183, -0.01189], [-0.39158, 2.73161, -0.67744], [0.95906, 3.16708, -1.10743], [1.95686, 2.95640, 0.04472], [1.74243, 1.62842, 0.77185], [1.58860, 1.57120, 1.97410], [1.75695, 0.54316, -0.02335], [1.48015, -0.78822, 0.45452], [2.70791, -1.69845, 0.29062], [3.88605, -1.26905, 1.17888], [5.09454, -1.45811, 0.26505], [4.48394, -1.14714, -1.09885], [3.16904, -1.66545, -1.05908], [-0.90894, 1.55416, -0.83186], [-4.27350, 0.72331, 0.55782], [-5.15528, -0.33402, 0.64162], [-5.68920, -3.19823, 1.15216], [-6.84042, -2.36438, 0.11366], [-5.63274, -3.45108, -0.59211], [-3.39657, -2.66490, -1.05024], [-1.81288, -0.77507, -1.21010], [1.23974, 2.58139, -1.98333], [0.92997, 4.22323, -1.37832], [1.83440, 3.74431, 0.78920], [2.97742, 3.00027, -0.34049], [1.86016, 0.63584, -1.02012], [1.21244, -0.71398, 1.51029], [0.63927, -1.20280, -0.10823], [2.40263, -2.73142, 0.50572], [3.94338, -1.86293, 2.08749], [3.77467, -0.22014, 1.45523], [5.92513, -0.80084, 0.51008], [5.43597, -2.49334, 0.29314], [5.00373, -1.62238, -1.93296], [4.45999, -0.05952, -1.26814], [-4.50254, 1.67901, 1.00222], [-6.09485, -0.20794, 1.16035]],
  "forces_ev_per_a": [[0.02, -0.02, 0.07], [0.06, 0.04, -0.05], [-0.13, -0.02, 0.06], [0.03, 0.27, 0.08], [-0.47, -0.45, 0.08], [0.58, 1.04, 0.04], [-1.08, -0.58, 0.34], [0.82, 0.23, -0.29], [-0.44, -0.43, -0.29], [0.02, 0.16, 0.21], [-0.06, 0.02, 0.19], [0.33, 0.33, -0.30], [-0.09, 0.06, 0.37], [0.28, -0.37, -0.23], [0.23, -0.38, -0.05], [-0.37, 0.05, 0.48], [-0.04, -0.06, -0.22], [-0.18, -0.01, -0.15], [0.40, 0.12, -0.03], [-0.24, 0.00, -0.07], [0.28, 0.09, -0.22], [0.18, -0.03, -0.09], [0.02, -0.04, -0.03], [-0.05, -0.08, 0.03], [-0.08, -0.04, -0.01], [-0.04, -0.07, -0.03], [0.01, -0.09, -0.05], [0.08, -0.02, -0.05], [-0.09, 0.08, 0.00], [0.06, -0.07, -0.09], [0.05, -0.12, -0.03], [0.01, 0.02, 0.03], [-0.05, 0.13, 0.07], [-0.04, -0.05, -0.11], [-0.01, 0.03, 0.07], [0.03, 0.12, 0.01], [-0.03, 0.02, 0.07], [0.00, 0.02, 0.05], [0.08, 0.00, 0.01], [0.06, -0.01, -0.02], [0.00, 0.07, 0.04], [0.03, -0.09, 0.00], [-0.07, 0.09, 0.07], [-0.10, 0.02, 0.05]],
  "smiles": "Cc1ccc(-c2noc(CCC(=O)NC[C@@H]3CCCO3)n2)cc1",
  "homo_energy_ev": -8.81,
  "energy_ev": -28582.539,
  "de_lowest_kj_mol": 281.77,
  "homo_lumo_gap_ev": 9.4
}